1.
A cluster of 12 separate species, C24H77N5O12 in total in a non-equilibrium geometry. Source: the Open Molecules 2025 dataset; level of theory: ωB97M-V with the def2-TZVPD basis set.

Summary:
- SMILES = COC[C@H](C)N.COC[C@H](C)N.COC[C@H](C)N.COC[C@H](C)N.COC[C@H](C)N.CO.CO.CO.CO.O.O.O
- net charge = 0
- gap between HOMO and LUMO (eV) = 8.14
- energy above the lowest of the compared OMol25 structures with the same formula, charge and spin (kJ/mol) = 0.0
- multiplicity = 1
- total energy (Ha) = -2137.07098

CARTESIAN COORDINATES (ANGSTROEM)
C: 7.4098 -1.1564 -0.9824
C: 6.6855 -1.8993 0.1350
C: 5.1819 -1.6518 0.0066
O: 4.9149 -0.3189 0.4613
C: 3.5594 0.0045 0.5607
N: 6.8730 -3.3467 -0.1122
H: 6.9624 -0.1730 -1.1302
H: 7.4144 -1.6974 -1.9309
H: 8.4780 -1.0275 -0.7801
H: 7.0412 -1.6188 1.1263
H: 4.6618 -2.2684 0.7494
H: 4.7425 -1.8103 -0.9790
H: 2.9599 -0.6915 1.1611
H: 3.0193 0.0525 -0.3911
H: 3.4388 0.9566 1.0741
H: 6.9335 -3.8162 0.7893
H: 7.8084 -3.4790 -0.4873
C: -1.2174 -3.0311 -3.4462
C: -0.3862 -2.4964 -2.2879
C: 0.8776 -1.7322 -2.7102
O: 1.5633 -2.4478 -3.7276
C: 2.7768 -1.8782 -4.1330
N: -1.2393 -1.7100 -1.3978
H: -0.6427 -3.6464 -4.1397
H: -1.6157 -2.2074 -4.0477
H: -2.0596 -3.6222 -3.0898
H: 0.0098 -3.3529 -1.7349
H: 1.6174 -1.6250 -1.9072
H: 0.5994 -0.7560 -3.1258
H: 3.4804 -1.9415 -3.2956
H: 2.6565 -0.8630 -4.5268
H: 3.2102 -2.4511 -4.9533
H: -0.5829 -1.1721 -0.8188
H: -1.6354 -0.9118 -1.9170
C: 0.0365 -5.3887 0.3220
C: 0.6789 -5.3614 1.7120
C: 1.5374 -4.1075 1.8929
O: 2.0754 -4.1341 3.2091
C: 2.9317 -3.0035 3.4290
N: -0.4116 -5.4497 2.6857
H: -0.9666 -5.8090 0.3406
H: 0.5818 -6.0138 -0.3908
H: 0.0502 -4.3822 -0.1049
H: 1.3131 -6.2453 1.8098
H: 0.8519 -3.2509 1.8610
H: 2.3207 -4.0799 1.1292
H: 3.5885 -2.9514 2.5615
H: 3.4714 -3.2076 4.3520
H: 2.2818 -2.1458 3.6113
H: 0.0231 -5.2413 3.5883
H: -1.0414 -4.6432 2.5802
C: -4.1951 2.6431 1.1582
C: -5.1585 3.7253 0.6996
C: -5.2466 4.0706 -0.7966
O: -4.1920 4.8619 -1.3480
C: -4.1462 4.7302 -2.7562
N: -6.5038 3.2645 1.0576
H: -4.3126 1.8107 0.4636
H: -4.3267 2.3444 2.1986
H: -3.1355 2.9220 1.1760
H: -4.9578 4.6509 1.2577
H: -6.1187 4.7238 -0.9100
H: -5.3895 3.1426 -1.3578
H: -4.0952 3.6748 -3.0401
H: -3.2469 5.1943 -3.1610
H: -5.0220 5.2246 -3.1882
H: -7.2330 3.8815 0.7108
H: -6.6281 3.3326 2.0630
C: -1.6028 2.6087 -6.0467
C: -1.1886 2.1870 -4.6378
C: -2.1662 1.1077 -4.1555
O: -2.0346 0.6924 -2.8042
C: -2.4317 1.6462 -1.8371
N: 0.1892 1.6270 -4.6636
H: -1.0928 3.5182 -6.3524
H: -2.6769 2.8173 -6.0541
H: -1.4639 1.7679 -6.7277
H: -1.1422 3.0713 -4.0003
H: -2.1021 0.1835 -4.7333
H: -3.2147 1.4201 -4.2856
H: -3.5275 1.6216 -1.7866
H: -2.1217 2.6222 -2.2233
H: -1.9784 1.4528 -0.8686
H: 0.2004 0.8463 -5.3181
H: 0.2190 1.1683 -3.7504
O: -2.8376 1.1054 3.7002
H: -2.2204 1.8508 3.7317
H: -2.8974 0.7939 4.6098
O: 3.1968 0.4133 3.7484
H: 3.9044 1.0283 3.5320
H: 2.4729 0.9806 4.0760
O: 1.4178 2.8863 -0.6357
H: 2.0427 3.1395 -1.3255
H: 1.6330 3.4549 0.1125
C: -2.7388 -2.3016 2.7381
O: -2.5462 -3.5254 2.0593
H: -1.8015 -1.7661 2.9234
H: -3.3033 -1.5856 2.1286
H: -3.3199 -2.4287 3.6481
H: -2.4326 -3.3502 1.1189
C: -0.1424 0.2952 1.3820
O: 0.3764 0.3364 0.0657
H: -0.3603 -0.7486 1.6195
H: 0.5882 0.6002 2.1382
H: -1.0881 0.8364 1.4834
H: 0.6179 1.2522 -0.1496
C: -0.9351 4.7228 3.8389
O: -1.0945 3.5338 3.0583
H: -0.3919 4.4784 4.7483
H: -0.3374 5.4542 3.2870
H: -1.9106 5.1686 4.0455
H: -1.3758 3.8156 2.1810
C: 0.4250 1.4838 5.1981
O: 1.0970 2.2504 4.2151
H: -0.0015 0.5441 4.8469
H: 1.0708 1.2643 6.0498
H: -0.3377 2.1013 5.6889
H: 0.4538 2.5611 3.5551

Forces on the atoms, in the same order (eV/Å):
0.6 0.5 0.2
-0.5 -0.7 -1.7
-0.5 0.9 1.9
0.5 0.2 -0.3
-1.0 -0.2 0.1
0.6 -0.1 0.7
0.1 0.0 0.0
-0.6 -0.1 0.1
-0.1 0.1 0.3
-0.1 0.3 0.0
0.0 -0.6 -0.4
0.4 -0.2 -0.2
0.4 -0.3 0.1
0.4 0.1 -0.3
0.3 0.2 -0.1
-0.3 -0.1 -0.1
-0.1 0.0 -0.2
0.2 0.2 -0.5
0.3 -0.5 -0.1
0.4 -0.1 -0.9
-0.5 -0.6 -0.7
0.1 -0.2 0.2
0.7 0.9 0.4
0.1 0.0 0.2
-0.1 0.1 0.1
0.0 0.1 0.2
-0.3 -0.1 0.0
-0.5 0.3 0.5
0.0 0.2 0.3
0.2 0.5 -0.1
0.0 0.2 0.4
-0.3 -0.3 0.1
-0.3 -0.4 0.3
0.0 -0.9 -0.1
0.7 0.0 -0.5
-0.7 -0.1 -0.4
-0.7 -0.7 0.9
0.6 -0.1 -0.3
-1.1 -1.1 0.3
0.6 0.6 1.0
-0.1 0.3 0.2
0.2 0.1 0.1
-0.4 -0.1 0.0
0.1 0.0 0.3
0.1 0.3 -0.6
0.1 0.3 0.0
0.2 0.7 0.2
0.2 0.0 -0.1
0.4 0.4 -0.4
-0.1 -0.4 0.0
0.1 -0.5 -0.4
0.6 0.1 -0.5
-0.1 1.0 0.5
0.0 0.6 0.1
0.8 -0.9 0.5
-0.1 0.1 0.2
-0.6 0.0 0.3
0.1 -0.3 0.4
-0.6 -0.2 -0.2
-0.1 0.3 -0.6
0.3 0.1 -0.2
-0.5 -0.4 0.0
0.0 0.0 -0.1
-0.3 0.0 -0.1
0.0 0.2 0.3
0.0 -0.2 -0.2
0.2 0.0 -0.3
0.2 -0.4 0.0
-0.6 0.0 0.6
0.5 -0.9 -0.9
-1.3 0.3 0.6
0.9 -0.2 0.0
-0.4 0.5 -1.2
-0.6 0.1 0.8
0.2 -0.2 -0.3
0.0 0.1 0.0
0.3 0.2 -0.2
-0.3 -0.1 0.2
0.5 0.1 -0.2
0.1 0.3 -0.1
0.1 0.1 0.3
-0.1 0.2 0.6
0.1 -0.3 -0.1
0.0 0.1 -0.1
0.7 0.0 -0.1
0.1 0.1 0.2
-0.1 0.0 -0.1
0.0 0.0 -0.1
-0.2 0.1 0.3
0.0 -0.1 0.0
0.4 -0.1 -0.4
0.0 0.3 0.1
-0.1 -0.2 0.0
0.0 -0.1 -0.1
-0.2 1.1 -0.8
-0.2 0.0 0.2
0.1 -0.3 0.4
-0.1 -0.2 0.0
0.2 -0.4 0.1
0.0 0.1 0.0
0.0 -0.6 0.2
0.0 0.4 0.1
0.0 0.0 -0.2
0.0 0.3 -0.1
0.1 0.2 0.1
0.1 -0.2 -0.1
0.0 0.4 -0.3
0.1 0.0 0.0
-0.2 -0.1 0.0
0.0 0.0 0.1
0.1 -0.1 0.2
-0.1 -0.2 0.0
-0.5 0.6 1.0
0.2 -0.2 0.1
0.0 0.0 -0.3
0.6 -0.1 -0.4
-0.4 -0.2 -0.3
0.0 -0.2 0.2

=====

2.
The molecule C4H7NO in a non-equilibrium geometry. Source: the Open Molecules 2025 dataset; level of theory: ωB97M-V with the def2-TZVPD basis set.

Summary:
- SMILES = N#CCCCO
- net charge = 0
- gap between HOMO and LUMO (eV) = 11.59
- energy above the lowest of the compared OMol25 structures with the same formula, charge and spin (kJ/mol) = 109.7
- multiplicity = 1
- total energy (Ha) = -286.58988

CARTESIAN COORDINATES (ANGSTROEM)
O: -1.8073 0.5558 -0.2217
C: -0.9728 -0.5055 -0.6760
C: 0.4544 0.0235 -0.8173
C: 0.8404 0.6842 0.5139
C: 1.3366 -0.2929 1.4861
N: 1.7069 -1.0955 2.2332
H: -2.3735 0.2439 0.4922
H: -1.3538 -0.8695 -1.6360
H: -0.9659 -1.3437 0.0352
H: 0.5056 0.7641 -1.6223
H: 1.1431 -0.7889 -1.0835
H: -0.0811 1.1350 0.8999
H: 1.5675 1.4897 0.3963

Forces on the atoms, in the same order (eV/Å):
-0.3 -0.1 0.1
0.2 -0.3 -0.1
-0.1 0.0 -0.1
0.0 0.1 0.0
0.3 -0.7 0.7
-0.4 0.8 -0.7
0.1 0.0 -0.2
0.1 0.0 0.1
-0.1 0.2 -0.1
-0.1 0.0 0.2
-0.2 0.2 0.1
0.3 0.0 0.1
0.1 -0.2 0.0

=====

3.
A cluster of 13 separate species, C53H85N9O8 in total in a non-equilibrium geometry. Source: the Open Molecules 2025 dataset; level of theory: ωB97M-V with the def2-TZVPD basis set.

Summary:
- net charge = 0
- gap between HOMO and LUMO (eV) = 9.02
- multiplicity = 1
- total energy (Ha) = -3165.11046

CARTESIAN COORDINATES (ANGSTROEM)
C: 3.8488 -2.3281 4.2861
C: 4.5272 -1.0218 4.6932
C: 5.9783 -1.3747 4.9156
O: 6.0160 -2.7318 4.5720
C: 4.7860 -3.4205 4.6314
H: 3.7501 -2.3755 3.2016
H: 2.8266 -2.4025 4.6571
H: 4.0010 -0.6991 5.5915
H: 4.4046 -0.3677 3.8300
H: 6.3333 -1.0666 5.8991
H: 6.5102 -0.7905 4.1646
H: 4.7151 -4.0150 5.5423
H: 4.8554 -4.2147 3.8881
C: 1.5632 2.7656 4.3425
C: 0.1643 2.4655 4.9270
C: -0.2878 1.2641 4.0963
O: 0.8897 0.6549 3.5826
C: 2.1055 1.3283 4.1013
H: 2.2808 3.3654 4.9022
H: 1.5477 3.3463 3.4202
H: -0.4893 3.3348 4.8549
H: 0.2149 2.1853 5.9791
H: -0.9423 1.6522 3.3159
H: -0.8691 0.5149 4.6338
H: 2.8403 1.4891 3.3125
H: 2.5264 0.9790 5.0442
C: -0.9644 -3.1388 -0.9618
C: -2.3490 -3.6988 -1.0615
C: -2.2917 -4.5863 -2.2319
O: -1.0454 -5.2267 -2.1467
C: -0.1588 -4.4093 -1.2864
H: -0.7799 -2.7276 0.0307
H: -0.7676 -2.3681 -1.7070
H: -3.2022 -3.0212 -1.0296
H: -2.5995 -4.2990 -0.1868
H: -2.4433 -4.0322 -3.1582
H: -3.0504 -5.3593 -2.1096
H: 0.6885 -4.0054 -1.8405
H: 0.1856 -4.9246 -0.3897
C: -5.7804 -1.6948 0.4186
C: -5.2458 -0.4719 1.1876
C: -3.8055 -0.9278 1.4516
O: -3.8855 -2.3345 1.6197
C: -5.0557 -2.9127 1.0618
H: -5.3819 -1.6766 -0.5958
H: -6.8524 -1.8744 0.3368
H: -5.8552 -0.4660 2.0913
H: -5.3720 0.4444 0.6110
H: -3.4358 -0.4493 2.3585
H: -3.1829 -0.6357 0.6059
H: -5.6255 -3.4119 1.8455
H: -4.8329 -3.6566 0.2969
C: -2.6000 -1.2283 -3.9921
C: -4.1420 -1.0117 -3.7703
O: -4.9289 -1.8027 -4.2013
N: -4.5184 0.1287 -3.1454
C: -3.7437 1.2134 -2.6370
H: -1.9890 -0.3284 -3.9208
H: -2.5071 -1.5981 -5.0132
H: -2.2155 -1.9545 -3.2761
H: -5.4984 0.0816 -2.9059
H: -4.4275 2.0261 -2.3917
H: -3.1520 1.7510 -3.3779
H: -3.2493 1.0112 -1.6868
C: 0.4746 3.3833 -3.9249
C: -0.5714 3.1240 -5.0087
O: -1.2099 2.0792 -4.9200
N: -0.7248 4.0369 -5.9800
C: -1.7858 3.9965 -6.9443
H: 1.0624 4.2991 -3.9868
H: 1.2330 2.6014 -3.9630
H: -0.1024 3.3206 -3.0022
H: 0.0001 4.7141 -6.1698
H: -2.7025 3.6372 -6.4766
H: -1.4170 3.2835 -7.6817
H: -2.0471 4.9651 -7.3705
C: -2.1889 4.6611 -2.0694
C: -3.0028 5.6306 -1.2790
O: -4.1710 5.7622 -1.6278
N: -2.4165 6.1362 -0.2145
C: -3.1235 7.1793 0.5805
H: -2.7686 4.1938 -2.8654
H: -1.7844 3.8946 -1.4085
H: -1.3626 5.1871 -2.5477
H: -1.4202 6.0251 -0.0920
H: -4.2059 7.2613 0.4815
H: -2.7860 8.1874 0.3398
H: -2.7576 6.9571 1.5829
C: -0.0752 0.7373 -1.6511
C: -0.3337 0.8203 -0.1832
O: -1.2450 1.5394 0.2467
N: 0.4176 0.1288 0.6708
C: 1.7254 -0.5485 0.4695
H: 0.2438 -0.2637 -1.9416
H: 0.7687 1.4122 -1.7939
H: -0.9595 1.0213 -2.2216
H: 0.2221 0.2150 1.6579
H: 2.4307 0.0314 -0.1259
H: 1.6932 -1.5431 0.0247
H: 2.1338 -0.5844 1.4795
N: 4.0289 -7.3091 -0.3794
C: 3.6026 -6.6360 -1.4500
C: 3.3695 -5.2769 -1.4718
C: 3.6042 -4.5549 -0.2576
C: 3.9783 -5.2462 0.8927
C: 4.2318 -6.6306 0.7870
H: 3.5740 -7.1346 -2.4076
H: 2.9984 -4.8897 -2.4092
H: 3.5037 -3.4797 -0.2687
H: 4.0838 -4.7833 1.8628
H: 4.6180 -7.1516 1.6505
N: 5.9776 1.5306 -1.9516
C: 6.5442 2.7581 -2.1444
C: 5.9147 4.0088 -1.9087
C: 4.5950 3.9467 -1.4548
C: 4.0097 2.6982 -1.1773
C: 4.7476 1.5475 -1.4230
H: 7.5620 2.7119 -2.5025
H: 6.3839 4.9816 -1.9028
H: 4.1396 4.9116 -1.2871
H: 2.9863 2.6573 -0.8347
H: 4.3035 0.5860 -1.2115
N: 1.3317 -1.7178 -3.9729
C: 2.5617 -1.6560 -3.4203
C: 3.5433 -0.8070 -3.8963
C: 3.1829 0.1259 -4.8836
C: 1.8755 0.1307 -5.3910
C: 0.9769 -0.8056 -4.9057
H: 2.7611 -2.3106 -2.5848
H: 4.4455 -0.6862 -3.3150
H: 3.8535 0.8641 -5.2981
H: 1.5972 0.8135 -6.1802
H: -0.0359 -0.7997 -5.2806
N: 0.9650 -3.4753 2.7094
C: 0.8633 -4.8417 2.6107
C: -0.2787 -5.5687 2.9505
C: -1.3795 -4.8122 3.3908
C: -1.3159 -3.4355 3.4862
C: -0.1534 -2.8316 3.0806
H: 1.7862 -5.2940 2.2791
H: -0.2428 -6.6459 2.8823
H: -2.3517 -5.2388 3.5886
H: -2.1299 -2.8590 3.9004
H: -0.0307 -1.7654 3.2013
N: -4.0001 2.4223 4.3224
C: -3.3816 2.5433 3.1269
C: -2.7056 3.7175 2.7270
C: -2.7193 4.8106 3.5991
C: -3.3800 4.7082 4.8091
C: -4.0586 3.5362 5.1069
H: -3.3466 1.7022 2.4504
H: -2.2785 3.8628 1.7458
H: -2.2084 5.7262 3.3404
H: -3.3343 5.4435 5.5987
H: -4.4482 3.4552 6.1110

Forces on the atoms, in the same order (eV/Å):
-1.6 0.0 -0.8
-1.3 -0.1 0.1
-1.1 0.6 -1.0
2.6 -1.0 0.3
1.1 -0.5 0.2
-0.1 0.2 -0.1
0.1 -0.1 0.1
0.3 0.6 -0.1
-0.1 0.5 0.6
0.2 -0.6 0.3
0.7 -0.3 0.1
-0.5 0.6 0.7
-0.1 0.2 -0.4
0.3 -0.5 0.3
0.5 0.4 0.2
-0.3 0.8 0.3
1.8 -0.3 0.3
-1.9 2.4 -0.9
-0.3 -0.2 0.8
-0.6 -0.4 -0.4
-0.2 -0.2 -0.1
0.2 0.1 0.1
0.3 -0.3 -0.6
0.1 0.0 0.3
0.1 -1.1 0.0
-0.3 -0.8 -0.3
-0.1 -0.3 0.6
-1.5 0.7 1.4
-0.9 -0.7 -0.2
2.0 0.5 0.8
-0.5 1.1 -0.9
0.2 0.0 0.0
0.0 0.0 -0.1
0.2 0.6 -0.6
0.5 -0.3 0.3
0.2 -0.2 -0.3
-0.2 -0.1 -0.5
0.3 -0.8 -0.3
-0.2 -0.4 -0.2
0.6 -1.0 -0.6
-0.9 -1.3 -0.3
-1.2 0.5 -0.1
1.0 -0.5 0.4
-0.6 1.4 -0.2
-0.2 0.2 -0.3
0.0 0.4 0.2
0.3 0.6 0.3
0.2 0.0 0.2
0.3 -0.3 0.1
0.3 -0.2 -0.1
-0.1 0.1 0.2
0.3 0.0 0.0
-1.0 0.5 -0.1
3.1 0.9 -0.2
-1.2 -1.2 -0.2
-0.9 -0.6 0.1
-0.4 1.4 0.5
-0.2 0.2 0.1
0.1 -0.3 0.1
-0.1 0.0 -0.2
0.0 0.3 -0.1
-0.5 -0.1 0.2
0.7 -0.8 -0.1
0.6 -0.1 -0.2
0.2 0.0 -0.5
0.9 -0.8 0.7
-0.4 0.6 -0.3
0.2 1.4 0.3
-0.2 -1.0 -0.3
-0.5 0.4 -0.1
-0.3 -0.4 0.1
0.4 0.0 0.1
-0.1 -0.1 0.6
0.2 -0.3 0.0
-0.9 0.1 -0.6
0.6 0.0 0.0
0.9 -0.2 -0.4
-1.5 -2.2 -2.3
0.1 1.0 0.8
-0.9 2.1 1.3
1.6 -0.1 0.3
-0.1 0.1 0.3
0.1 -0.2 0.0
0.2 0.0 0.0
-0.3 0.1 0.0
0.2 -1.0 -0.1
0.4 0.0 -0.2
-0.8 0.4 0.3
0.5 -0.5 0.3
-1.4 0.6 0.2
0.0 0.0 -0.1
1.7 -1.3 0.2
-0.5 0.7 0.1
0.1 0.0 -0.1
0.0 0.1 -0.6
0.3 0.2 0.1
-0.3 0.4 -0.1
-0.2 0.3 -0.1
-0.4 -0.1 0.2
0.2 -0.4 -0.1
0.6 0.3 1.3
0.6 0.3 0.4
0.3 0.4 1.8
-0.5 -0.7 -1.3
0.2 -0.9 -0.7
-1.0 0.7 -1.9
-0.3 -0.6 0.1
0.1 0.6 0.1
-0.2 0.1 0.2
0.2 0.3 -0.1
-0.1 -0.4 -0.1
0.0 1.9 0.3
-0.4 -0.1 0.1
-0.6 -1.9 0.7
0.7 -0.5 0.0
0.3 1.1 -0.5
0.0 0.2 -0.3
0.1 0.1 -0.1
0.4 -0.2 -0.5
-0.6 -0.2 0.2
0.0 -0.2 0.2
0.0 -0.2 0.0
-0.3 0.6 0.3
-0.9 0.2 -1.3
-0.5 1.4 0.3
-0.7 -0.4 -0.2
0.9 -0.4 0.3
0.9 -0.6 0.6
0.0 -0.3 0.0
0.4 -0.2 -0.4
0.4 -0.1 0.3
-0.1 0.1 0.1
-0.1 -0.3 0.1
-1.1 -1.5 -0.5
0.0 1.6 0.5
0.2 1.3 0.0
-0.2 -0.5 -0.4
0.1 -0.5 -0.1
1.5 0.4 0.6
-0.1 -0.4 0.0
-0.3 0.0 0.0
0.1 -0.5 0.3
-0.1 0.0 -0.3
0.0 0.3 -0.2
-0.2 1.0 -0.4
0.4 1.2 0.6
-1.0 0.5 0.7
0.1 -0.4 -0.3
-0.2 -0.4 0.2
1.5 -1.1 -0.7
-0.2 -0.3 0.2
0.2 -0.5 -0.1
0.1 0.0 0.0
-0.1 0.4 -0.3
-0.5 -0.4 -0.1

=====

4.
A cluster of 2 separate species, C9H6Br2O in total in a non-equilibrium geometry. Source: the Open Molecules 2025 dataset; level of theory: ωB97M-V with the def2-TZVPD basis set.

Summary:
- net charge = 0
- gap between HOMO and LUMO (spin up / spin down) (eV) = 6.32 / 5.92
- energy above the lowest of the compared OMol25 structures with the same formula, charge and spin (kJ/mol) = 440.4
- multiplicity = 1
- total energy (Ha) = -5569.61911

CARTESIAN COORDINATES (ANGSTROEM)
C: -1.8187 -1.7016 0.3684
C: -0.5996 -2.4257 0.1006
C: -1.8797 -0.3418 0.2921
C: 0.5788 -1.7168 -0.0820
C: -0.7096 0.4445 0.2490
C: 0.5352 -0.3004 0.0762
C: -0.3426 1.7812 0.2450
C: 1.5455 0.5287 -0.0965
C: 1.1152 1.9543 -0.0194
O: 1.3257 2.6230 -1.2753
Br: -1.7044 3.0436 0.4104
Br: 3.9786 -0.9279 0.6918
H: -2.7538 -2.1769 0.2312
H: -0.5746 -3.4419 -0.2067
H: -2.8027 0.2138 0.4305
H: 1.4738 -2.3323 -0.1537
H: 1.7051 2.6372 0.6899
H: 0.9280 2.1389 -1.9515

Forces on the atoms, in the same order (eV/Å):
0.6 0.4 -1.8
0.8 2.0 -0.6
-0.6 1.0 1.3
-1.5 -1.4 1.6
1.8 -0.4 -0.4
-0.5 -2.2 0.2
-2.2 -0.8 0.6
3.1 0.6 -0.5
1.8 2.2 0.2
0.9 1.3 2.3
0.4 0.4 -0.2
-1.3 0.9 -0.4
-0.8 -0.8 0.6
-0.4 -0.9 0.4
-0.2 -0.4 -0.3
0.2 0.8 -0.4
-1.1 -1.4 -0.6
-1.0 -1.4 -1.8